(1)
Below is a molecular structure, C37H41FIN7O4PSYb, with properties calculated with ωB97M-V/def2-TZVPD.

Structure (XYZ):
```
94
Properties=species:S:1:pos:R:3:lowdin_spin:R:1
Yb 2.676 -1.118 1.911 0.0000
N 3.453 -2.419 -0.312 0.0000
C 4.919 -2.517 -0.242 0.0000
C 5.498 -1.119 -0.060 0.0000
N 4.865 -0.288 1.084 0.0000
C 4.692 1.135 0.709 0.0000
C 3.239 1.608 0.975 0.0000
N 2.196 0.766 0.350 0.0000
C 5.725 -0.381 2.335 0.0000
C 5.855 -1.771 2.913 0.0000
N 4.540 -2.372 3.136 0.0000
H 3.069 -3.339 -0.493 0.0000
H 3.225 -1.876 -1.156 0.0000
H 5.368 -2.983 -1.156 0.0000
H 5.184 -3.211 0.551 0.0000
H 5.409 -0.591 -1.014 0.0000
H 6.546 -1.143 0.203 0.0000
H 4.976 1.251 -0.364 0.0000
H 5.390 1.689 1.323 0.0000
H 3.180 2.651 0.644 0.0000
H 3.090 1.570 2.069 0.0000
H 2.272 0.883 -0.650 0.0001
H 1.223 1.094 0.591 0.0000
H 5.278 0.330 3.059 0.0000
H 6.728 0.010 2.106 0.0000
H 6.410 -1.711 3.862 0.0000
H 6.469 -2.424 2.295 0.0000
H 4.133 -2.233 4.060 0.0000
H 4.644 -3.414 3.089 0.0000
I 0.893 0.238 -4.095 0.1640
C -0.422 1.036 -5.666 0.0029
C 0.319 0.987 -6.834 0.0040
C -0.092 1.788 -7.900 0.0010
C -1.293 2.472 -7.844 0.0002
C -2.116 2.506 -6.660 0.0013
C -3.194 3.401 -6.529 0.0024
C -3.992 3.356 -5.412 0.0045
C -3.599 2.540 -4.338 0.0191
C -2.479 1.710 -4.359 0.0565
P -2.175 0.810 -2.819 0.4598
C -3.373 -0.494 -2.480 0.0742
C -4.751 -0.229 -2.286 0.0174
C -5.611 -1.307 -2.034 0.0046
C -5.143 -2.616 -1.976 0.0001
C -3.790 -2.852 -2.102 -0.0007
C -2.891 -1.783 -2.227 0.0071
C -2.674 1.915 -1.358 0.0516
C -2.956 3.267 -1.576 0.0408
C -3.455 3.995 -0.479 -0.0004
C -3.538 3.431 0.779 0.0458
C -3.070 2.151 1.012 -0.0020
C -2.674 1.364 -0.050 0.0349
C -1.636 1.721 -5.516 0.0014
H 1.233 0.416 -6.970 0.0027
H 0.525 1.840 -8.807 0.0000
H -1.608 3.052 -8.679 0.0000
H -3.331 4.098 -7.334 0.0003
H -4.855 3.956 -5.258 0.0009
H -4.258 2.418 -3.484 0.0007
H -5.061 0.790 -2.258 -0.0002
H -6.683 -1.139 -1.876 0.0012
H -5.838 -3.431 -1.797 0.0000
H -3.389 -3.824 -1.903 -0.0001
H -1.857 -1.936 -2.113 0.0019
H -2.696 3.793 -2.492 0.0013
H -3.679 5.049 -0.586 -0.0008
H -4.071 3.982 1.615 0.0018
H -3.066 1.827 2.025 -0.0010
H -2.398 0.339 0.117 0.0009
F -3.998 1.959 4.650 0.0000
C -3.016 1.052 4.883 0.0000
C -1.658 1.261 4.696 0.0000
N -0.736 0.414 5.252 0.0000
C 0.706 0.785 5.171 0.0000
C 1.375 0.176 3.896 0.0000
O 2.453 -0.466 4.099 0.0000
O 0.803 0.282 2.792 0.0000
C -1.049 -0.925 5.551 0.0000
O -0.158 -1.788 5.626 0.0000
N -2.402 -1.143 5.660 0.0000
C -3.434 -0.180 5.599 0.0000
O -4.555 -0.408 6.093 0.0000
H -1.349 2.183 4.208 0.0000
H 1.267 0.495 6.025 0.0000
H 0.653 1.896 5.053 0.0000
H -2.644 -2.060 5.996 0.0000
S -0.819 -4.440 0.809 0.0000
C -0.113 -5.045 2.283 0.0000
C 0.837 -4.158 2.749 0.0000
N 1.062 -3.051 2.003 0.0000
C 0.168 -3.066 0.945 0.0000
H -0.415 -5.992 2.756 0.0000
H 1.378 -4.260 3.675 0.0000
H 0.133 -2.232 0.266 0.0000
```

Calculated values
HOMO energy (alpha / beta), eV: -10.69 / -10.69
HOMO-LUMO gap (alpha / beta), Eh: 0.2034 / 0.0998
Charge: +2
Multiplicity: 2

=====

(2)
Below is a molecular structure, C37H41FIN7O4PSYb, with properties calculated with ωB97M-V/def2-TZVPD.

Structure (XYZ):
```
94
Properties=species:S:1:pos:R:3:lowdin_spin:R:1
Yb 0.900 2.562 2.891 0.9923
N 1.581 4.168 4.499 -0.0009
C 0.557 5.196 4.628 0.0000
C -0.886 4.688 4.800 0.0003
N -1.228 3.777 3.718 0.0032
C -2.192 2.741 4.095 0.0000
C -1.581 1.716 5.086 0.0000
N -0.197 1.371 4.770 -0.0004
C -1.511 4.449 2.408 0.0004
C -1.712 3.435 1.238 0.0000
N -0.750 2.365 1.057 -0.0011
H 1.943 3.782 5.380 0.0001
H 2.418 4.543 4.030 0.0000
H 0.495 5.794 3.735 0.0000
H 0.773 5.876 5.503 -0.0001
H -1.530 5.589 4.998 0.0001
H -0.908 4.130 5.761 0.0000
H -2.484 2.211 3.180 0.0000
H -3.094 3.157 4.596 0.0001
H -2.205 0.824 5.022 0.0000
H -1.717 2.032 6.125 0.0000
H -0.150 0.383 4.539 0.0000
H 0.363 1.496 5.657 0.0001
H -0.577 5.095 2.246 0.0001
H -2.417 5.109 2.522 0.0002
H -1.706 4.052 0.358 0.0000
H -2.756 3.000 1.354 0.0000
H -0.262 2.498 0.130 0.0000
H -1.227 1.496 1.101 0.0000
I 0.910 -0.883 1.385 -0.0001
C 0.997 -3.037 1.110 0.0000
C 2.210 -3.616 1.422 0.0000
C 2.307 -4.959 1.758 0.0000
C 1.182 -5.750 1.686 0.0000
C -0.003 -5.241 1.079 0.0000
C -1.032 -6.170 0.746 0.0000
C -2.096 -5.740 -0.073 0.0000
C -2.227 -4.415 -0.458 0.0000
C -1.349 -3.455 0.011 0.0000
P -1.821 -1.786 -0.653 0.0000
C -1.692 -1.903 -2.413 0.0000
C -1.086 -3.034 -3.079 0.0000
C -0.604 -2.912 -4.389 0.0000
C -0.788 -1.708 -5.096 0.0000
C -1.612 -0.683 -4.557 0.0000
C -2.014 -0.803 -3.240 0.0000
C -3.683 -1.746 -0.518 0.0000
C -4.645 -1.664 -1.622 0.0000
C -5.987 -1.514 -1.299 0.0000
C -6.416 -1.373 0.042 0.0000
C -5.504 -1.471 1.102 0.0000
C -4.146 -1.716 0.815 0.0000
C -0.121 -3.851 0.718 0.0000
H 3.063 -2.944 1.611 0.0000
H 3.306 -5.310 2.007 0.0000
H 1.130 -6.739 2.114 0.0000
H -1.048 -7.136 1.238 0.0000
H -2.894 -6.422 -0.383 0.0000
H -3.126 -4.150 -1.075 0.0000
H -0.930 -3.983 -2.514 0.0000
H -0.172 -3.764 -4.841 0.0000
H -0.294 -1.570 -6.102 0.0000
H -1.853 0.170 -5.163 0.0000
H -2.598 -0.008 -2.770 0.0000
H -4.344 -1.881 -2.657 0.0000
H -6.777 -1.514 -2.044 0.0000
H -7.460 -1.116 0.272 0.0000
H -5.928 -1.305 2.166 0.0000
H -3.272 -1.753 1.522 0.0000
F 4.818 0.586 -3.622 0.0000
C 3.917 1.268 -2.944 0.0000
C 4.232 2.056 -1.901 0.0000
N 3.253 2.747 -1.182 0.0000
C 3.584 3.785 -0.187 0.0001
C 2.787 3.461 1.124 0.0004
O 2.115 4.357 1.696 0.0022
O 2.816 2.272 1.548 0.0027
C 1.898 2.773 -1.672 0.0000
O 0.979 3.360 -1.146 0.0000
N 1.617 1.835 -2.665 0.0000
C 2.486 0.916 -3.156 0.0000
O 2.140 -0.114 -3.751 0.0000
H 5.284 2.124 -1.631 0.0000
H 3.082 4.697 -0.512 0.0001
H 4.680 3.976 -0.026 0.0000
H 0.618 1.621 -2.841 0.0000
S 4.201 -3.141 -7.069 0.0000
C 4.627 -2.031 -5.811 0.0000
C 6.031 -2.001 -5.594 0.0000
N 6.721 -2.807 -6.466 0.0000
C 5.894 -3.412 -7.281 0.0000
H 3.825 -1.512 -5.313 0.0000
H 6.574 -1.406 -4.860 0.0000
H 6.296 -4.087 -8.028 0.0000
```

Calculated values
HOMO energy (alpha / beta), eV: -11.48 / -11.48
HOMO-LUMO gap (alpha / beta), Eh: 0.2000 / 0.1387
Charge: +2
Multiplicity: 2

=====

Which structure above is the least stable? It is (2).